1.
The following is a DFT calculation (the ωB97M-V functional and the def2-TZVPD basis) of a single C2H5NO4S molecule.

Geometry as XYZ:
```
13
Properties=species:S:1:pos:R:3
C 2.71 0.03 0.25
C 1.52 0.65 0.36
N 0.56 0.68 -0.72
O -1.25 1.72 0.64
O -3.64 -1.20 -0.26
O -2.70 -0.79 0.68
O -1.45 -0.82 0.12
S -1.09 0.84 -0.46
H 3.38 -0.10 1.10
H 3.24 -0.34 -0.71
H 1.00 1.14 1.16
H 0.91 0.09 -1.42
H -3.20 -1.90 -0.74
```

Calculated values
**⟨S²⟩**: 2.007
**Maximum force**: 10.38 eV Å⁻¹
**HOMO energy (alpha / beta)**: -0.2048 / -0.3592 Ha
**Gap between HOMO and LUMO (alpha / beta)**: 6.144 / 7.403 eV
**Spin multiplicity**: 3
**Net charge**: 0

---

2.
The following is a DFT calculation (the ωB97M-V functional and the def2-TZVPD basis) of a 2-piece molecular cluster, C11H25FNO2S overall.

Geometry as XYZ:
```
41
Properties=species:S:1:pos:R:3
C 1.41 -1.09 -0.50
N 1.36 -1.92 -1.70
C 2.71 -2.12 -2.31
C 0.42 -1.54 -2.66
O 0.13 -2.24 -3.53
C -0.21 -0.13 -2.69
S -1.46 0.28 -1.44
C -2.31 -1.18 -0.77
C -2.65 -2.27 -1.82
C -1.89 -3.53 -1.45
F -1.76 -4.32 -2.53
H 1.53 -0.02 -0.71
H 0.47 -1.20 0.04
H 2.18 -1.47 0.15
H 3.02 -3.13 -2.14
H 3.42 -1.49 -1.80
H 2.69 -1.91 -3.36
H 0.56 0.62 -2.65
H -0.70 -0.01 -3.64
H -0.73 0.74 -0.40
H -3.23 -0.79 -0.38
H -1.79 -1.59 0.08
H -3.71 -2.48 -1.72
H -2.38 -1.99 -2.82
H -2.39 -4.09 -0.67
H -0.90 -3.30 -1.08
C 0.50 3.41 1.06
C -0.52 2.72 1.94
O 0.01 1.65 2.69
C 1.03 1.98 3.62
C 0.58 2.95 4.70
H 1.04 2.69 0.44
H 0.01 4.14 0.41
H 1.25 3.95 1.65
H -1.30 2.28 1.31
H -1.03 3.44 2.59
H 1.91 2.36 3.10
H 1.33 1.04 4.08
H 0.36 3.94 4.30
H 1.36 3.07 5.45
H -0.32 2.58 5.19
```

Calculated values
**Maximum force**: 4.31 eV Å⁻¹
**HOMO energy**: -0.4628 Ha
**Gap between HOMO and LUMO**: 9.296 eV
**Net charge**: +1

---

3.
The following is a DFT calculation (the ωB97M-V functional and the def2-TZVPD basis) of C24H48N7O5PSTi as an isolated structure.

Geometry as XYZ:
```
87
Properties=species:S:1:pos:R:3
Ti 0.45 -0.06 -0.09
C -1.37 -2.65 -0.06
N -0.40 -1.88 -0.87
C -1.00 -1.74 -2.23
C 0.85 -2.64 -1.04
C 1.60 -2.81 0.28
N 1.81 -1.49 0.93
C 1.67 -1.64 2.39
C 3.19 -1.02 0.68
H -1.56 -3.62 -0.54
H -2.30 -2.10 0.01
H -1.00 -2.82 0.94
H -1.10 -2.73 -2.69
H -0.37 -1.11 -2.86
H -1.98 -1.30 -2.15
H 1.49 -2.10 -1.73
H 0.64 -3.63 -1.47
H 2.56 -3.29 0.08
H 1.05 -3.47 0.95
H 2.43 -2.33 2.77
H 0.69 -2.00 2.66
H 1.82 -0.67 2.86
H 3.90 -1.65 1.22
H 3.29 0.01 1.05
H 3.43 -1.03 -0.38
O 0.97 1.38 1.12
N 0.29 1.89 2.14
C 0.69 3.07 2.66
C 0.08 3.60 3.76
C -0.97 2.90 4.36
C -1.38 1.71 3.81
C -0.75 1.19 2.67
S -1.20 -0.26 1.89
H 1.52 3.54 2.14
H 0.42 4.55 4.14
H -1.45 3.28 5.25
H -2.18 1.13 4.23
C 4.15 -0.39 -4.90
C 3.57 -1.40 -3.91
C 2.45 -2.19 -4.57
C 4.66 -2.32 -3.38
O 3.05 -0.73 -2.71
P 2.12 0.56 -2.65
O 0.94 0.53 -3.53
O 1.76 0.60 -1.15
O 3.17 1.72 -2.94
C 2.96 3.16 -2.94
C 1.78 3.55 -3.83
C 4.25 3.74 -3.50
C 2.76 3.63 -1.50
H 4.64 -0.93 -5.72
H 4.89 0.25 -4.41
H 3.36 0.23 -5.31
H 2.81 -2.64 -5.49
H 1.61 -1.53 -4.80
H 2.09 -2.99 -3.91
H 5.08 -2.91 -4.20
H 4.24 -3.01 -2.64
H 5.45 -1.74 -2.92
H 2.02 3.35 -4.87
H 1.57 4.61 -3.72
H 0.90 2.96 -3.57
H 4.43 3.35 -4.50
H 5.10 3.47 -2.87
H 4.17 4.82 -3.55
H 1.95 3.08 -1.02
H 2.54 4.70 -1.48
H 3.66 3.45 -0.92
C -2.06 4.07 -4.07
C -2.42 4.78 -2.76
C -1.23 5.53 -2.17
C -3.11 3.83 -1.77
N -2.37 2.62 -1.42
C -1.07 2.35 -1.27
N -0.95 1.10 -0.88
N -2.21 0.61 -0.78
N -3.06 1.51 -1.09
H -1.62 4.78 -4.76
H -2.95 3.64 -4.54
H -1.34 3.27 -3.91
H -3.20 5.52 -2.98
H -0.35 4.89 -2.08
H -1.47 5.93 -1.18
H -0.96 6.36 -2.82
H -4.05 3.47 -2.19
H -3.35 4.36 -0.85
H -0.25 3.03 -1.45
```

Calculated values
**⟨S²⟩**: 0.753
**Maximum force**: 2.86 eV Å⁻¹
**HOMO energy (alpha / beta)**: -0.3655 / -0.3901 Ha
**Gap between HOMO and LUMO (alpha / beta)**: 7.722 / 8.417 eV
**Spin multiplicity**: 2
**Net charge**: +1

---

4.
The following is a DFT calculation (the ωB97M-V functional and the def2-TZVPD basis) of a 2-piece molecular cluster, C2H4ClF overall.

Geometry as XYZ:
```
8
Properties=species:S:1:pos:R:3
C -0.90 0.74 -0.40
C 0.89 -0.61 0.51
F -1.90 -0.20 -0.31
Cl 1.40 -1.69 -0.69
H -0.43 0.97 -1.41
H -0.87 1.33 0.42
H 1.54 0.31 0.56
H 0.26 -0.85 1.32
```

Calculated values
**Maximum force**: 4.94 eV Å⁻¹
**HOMO energy (alpha / beta)**: -0.3063 / -0.3020 Ha
**Gap between HOMO and LUMO (alpha / beta)**: 8.734 / 8.774 eV
**Net charge**: 0

---

5.
The following is a DFT calculation (the ωB97M-V functional and the def2-TZVPD basis) of C17H17FN6O4PdS2 as an isolated structure.

Geometry as XYZ:
```
48
Properties=species:S:1:pos:R:3
Pd -0.21 0.52 -0.42
C 4.31 2.86 -1.86
S 2.96 3.90 -1.35
C 1.68 2.83 -1.21
S 1.79 1.17 -1.48
N 0.54 3.50 -0.87
N -0.49 2.68 -0.84
C -1.68 3.17 -1.02
C -2.83 2.31 -0.94
C -4.10 2.81 -1.12
C -5.17 1.91 -1.08
C -4.89 0.58 -0.87
C -3.56 0.16 -0.70
N -2.55 1.00 -0.73
H 5.21 3.46 -1.75
H 4.18 2.58 -2.91
H 4.37 1.97 -1.23
H -1.78 4.22 -1.27
H -4.26 3.87 -1.28
H -6.18 2.25 -1.22
H -5.69 -0.16 -0.84
H -3.32 -0.88 -0.53
F 2.86 -6.55 -1.64
C 2.57 -5.34 -1.20
C 1.32 -4.92 -1.09
N 1.00 -3.62 -0.63
C -0.40 -3.31 -0.37
C -0.72 -1.85 -0.46
O -1.12 -1.21 0.56
O -0.59 -1.20 -1.57
C 1.97 -2.72 -0.33
O 1.72 -1.58 0.07
N 3.25 -3.17 -0.49
C 3.69 -4.47 -0.84
O 4.85 -4.76 -0.82
H 0.49 -5.56 -1.36
H -0.69 -3.66 0.62
H -1.00 -3.82 -1.12
H 3.98 -2.52 -0.26
C -0.75 1.99 4.74
C 0.31 1.10 4.09
C 0.27 1.17 2.62
N 0.24 1.25 1.48
H -0.72 1.85 5.82
H -1.75 1.74 4.39
H -0.56 3.04 4.53
H 0.17 0.05 4.36
H 1.31 1.38 4.41
```

Calculated values
**Maximum force**: 2.40 eV Å⁻¹
**HOMO energy (alpha / beta)**: -0.5203 / -0.5203 Ha
**Gap between HOMO and LUMO (alpha / beta)**: 4.153 / 4.176 eV
**Net charge**: +2

---

6.
The following is a DFT calculation (the ωB97M-V functional and the def2-TZVPD basis) of C14H29AlClI2P3 as an isolated structure.

Geometry as XYZ:
```
50
Properties=species:S:1:pos:R:3
I -0.26 0.27 -5.45
I 0.08 2.77 -2.47
Al -0.16 0.15 -2.91
P -2.45 0.11 -1.80
C -3.29 1.20 -0.59
C -3.45 0.45 -3.30
H -4.49 0.20 -3.07
H -4.25 -1.44 -1.41
H -3.06 -0.15 -4.13
H -2.77 -2.30 -1.97
H -3.07 2.25 -0.83
H -3.34 1.51 -3.55
C -3.16 -1.52 -1.31
H -4.37 1.02 -0.65
H -2.90 -1.76 -0.27
H -2.94 0.98 0.43
P 2.15 0.17 -1.67
C 3.04 1.31 -0.52
C 2.84 -1.47 -1.18
H 2.84 -0.21 -3.97
H 4.21 0.28 -2.90
H 3.03 1.51 -3.49
C 3.17 0.47 -3.17
H 2.41 -2.23 -1.84
H 3.93 -1.43 -1.29
H 4.12 1.18 -0.69
H 2.80 1.09 0.53
H 2.58 -1.70 -0.13
H 2.75 2.34 -0.76
Cl -0.05 -2.08 -2.81
C -0.40 -1.47 0.67
P 0.69 -0.05 1.08
C -0.39 1.44 0.98
C 0.70 -0.22 2.91
C 1.92 -0.09 3.61
C 1.91 -0.11 5.01
C 0.70 -0.30 5.70
C -0.51 -0.43 5.00
C -0.51 -0.40 3.60
H -0.52 -1.54 -0.43
H -1.37 -1.40 1.18
H 0.12 -2.38 0.98
H -1.22 1.39 1.69
H 0.21 2.32 1.25
H -0.73 1.60 -0.05
H 2.85 0.04 3.05
H 2.83 0.02 5.57
H 0.69 -0.34 6.79
H -1.46 -0.55 5.53
H -1.45 -0.50 3.05
```

Calculated values
**Maximum force**: 4.35 eV Å⁻¹
**HOMO energy (alpha / beta)**: -0.5554 / -0.5546 Ha
**Gap between HOMO and LUMO (alpha / beta)**: 5.148 / 4.839 eV
**Net charge**: +2

---

7.
The following is a DFT calculation (the ωB97M-V functional and the def2-TZVPD basis) of a 10-piece molecular cluster, C5H30O10 overall.

Geometry as XYZ:
```
45
Properties=species:S:1:pos:R:3
C -4.27 -2.57 3.66
O -3.46 -2.83 4.78
H -5.13 -1.94 3.88
H -3.82 -2.18 2.75
H -4.70 -3.52 3.32
H -2.70 -3.18 4.31
C 3.61 2.68 2.57
O 2.53 2.77 3.50
H 3.83 3.67 2.16
H 4.50 2.24 3.03
H 3.38 2.10 1.68
H 2.58 3.65 3.88
C -2.64 5.15 1.59
O -2.36 3.84 1.99
H -2.06 5.84 2.21
H -2.33 5.24 0.55
H -3.69 5.44 1.65
H -1.58 3.84 2.55
C 0.30 3.42 -5.21
O 0.36 2.03 -5.48
H -0.50 3.69 -4.51
H 1.17 3.85 -4.73
H 0.17 3.93 -6.16
H 0.36 1.59 -4.63
C 1.36 -5.47 -4.96
O 2.05 -6.71 -4.71
H 1.39 -5.24 -6.03
H 0.33 -5.55 -4.61
H 1.84 -4.60 -4.50
H 1.60 -7.04 -3.93
O -6.91 1.67 0.25
H -7.29 2.51 -0.03
H -5.99 1.87 0.43
O 2.33 -1.76 5.11
H 2.31 -0.80 5.17
H 2.31 -1.94 4.17
O 2.37 -3.65 0.76
H 1.83 -4.43 0.66
H 3.27 -3.99 0.82
O 4.92 -0.65 -2.03
H 4.04 -0.28 -1.95
H 5.04 -1.17 -1.24
O -0.11 -0.38 -1.27
H -0.63 -0.02 -0.55
H 0.36 -1.12 -0.88
```

Calculated values
**Maximum force**: 2.06 eV Å⁻¹
**HOMO energy**: -0.3794 Ha
**Gap between HOMO and LUMO**: 10.088 eV
**Net charge**: 0

---

8.
The following is a DFT calculation (the ωB97M-V functional and the def2-TZVPD basis) of a single C5H4N2 molecule.

Geometry as XYZ:
```
11
Properties=species:S:1:pos:R:3
C -1.07 -2.64 0.03
C -0.62 -1.52 0.05
C -0.07 -0.20 0.03
C -0.55 1.01 0.48
C 0.45 1.94 0.12
N 1.46 1.36 -0.50
N 1.13 0.07 -0.54
H -1.47 -3.62 0.01
H -1.48 1.19 1.00
H 0.46 3.01 0.28
H 1.76 -0.60 -0.97
```

Calculated values
**Maximum force**: 0.49 eV Å⁻¹
**HOMO energy**: -0.3339 Ha
**Gap between HOMO and LUMO**: 10.072 eV
**Net charge**: 0